Density functional theory data (ωB97M-V/def2-TZVPD) for 13 unconnected molecules or ions with the total composition C52H104O23.

Each line ends with the Löwdin charge.
Positions of all 179 atoms, in Å:
C 4.6390 5.6968 2.1691  -0.06
C 5.0511 5.2057 3.5551  -0.18
O 5.6020 6.2172 4.4663  0.05
C 6.8801 6.4660 4.4967  -0.57
O 7.7739 6.0957 3.7717  0.13
O 7.0530 7.2435 5.6327  -0.03
C 8.2488 7.7692 6.0492  -0.10
H 4.4432 4.8279 1.5407  0.08
H 5.4787 6.2290 1.7224  0.08
H 3.8013 6.3942 2.1776  0.08
H 5.6124 4.2716 3.5748  0.12
H 4.1731 4.8326 4.0823  0.12
H 8.0479 8.4840 6.8472  0.10
H 8.6889 8.3477 5.2370  0.09
H 8.9899 7.0257 6.3428  0.10
C 6.8029 1.3735 -9.0534  -0.05
C 5.5985 2.2189 -9.4074  -0.22
O 5.3531 3.1065 -8.3233  -0.03
C 4.2486 2.8362 -7.5290  -0.50
O 3.4582 1.9194 -7.6479  0.12
O 4.1795 3.7781 -6.5389  -0.02
C 5.1676 4.7534 -6.3535  -0.07
H 6.9579 0.5297 -9.7258  0.08
H 6.8448 0.9599 -8.0458  0.08
H 7.6630 2.0221 -9.2196  0.08
H 4.6437 1.8010 -9.7265  0.12
H 5.8331 2.8749 -10.2458  0.12
H 5.2736 5.3208 -7.2781  0.10
H 6.1371 4.2904 -6.1693  0.09
H 4.9477 5.3173 -5.4470  0.10
C -1.2647 -6.9261 3.1612  -0.06
C -2.4537 -7.2739 4.0706  -0.23
O -3.3615 -8.1297 3.3913  0.02
C -4.3871 -8.7990 3.9832  -0.52
O -5.2191 -9.4264 3.2997  0.09
O -4.4504 -8.5670 5.3004  -0.02
C -5.6636 -8.8677 5.9451  -0.05
H -1.7240 -6.4411 2.2998  0.07
H -0.6721 -7.7667 2.8003  0.08
H -0.6675 -6.1148 3.5775  0.08
H -2.9937 -6.4031 4.4425  0.13
H -2.0097 -7.8577 4.8769  0.12
H -5.8748 -9.9244 5.7811  0.10
H -6.4729 -8.2625 5.5364  0.10
H -5.7526 -8.6866 7.0162  0.09
C 4.5255 -3.9379 6.2104  -0.05
C 4.8363 -5.0164 7.2818  -0.23
O 4.3770 -6.2736 6.8631  0.03
C 4.2599 -7.2536 7.7773  -0.54
O 4.4248 -7.1207 8.9846  0.10
O 3.8269 -8.3966 7.2150  -0.01
C 3.4471 -9.4869 8.0138  -0.06
H 4.9310 -2.9756 6.5230  0.08
H 3.4673 -3.8384 5.9689  0.08
H 5.0667 -4.2720 5.3252  0.07
H 4.3007 -4.7284 8.1864  0.12
H 5.8935 -5.0206 7.5471  0.13
H 3.3265 -10.3304 7.3341  0.09
H 2.4628 -9.3736 8.4680  0.10
H 4.1791 -9.7277 8.7848  0.10
C -6.2229 -6.4552 -3.4520  -0.05
C -4.6795 -6.6675 -3.2474  -0.19
O -4.0675 -6.8726 -4.5324  0.01
C -2.7635 -7.1421 -4.6420  -0.55
O -1.9593 -7.0453 -3.7031  0.09
O -2.5064 -7.2996 -5.9696  -0.02
C -1.1337 -7.5074 -6.4719  -0.01
H -6.3348 -5.5419 -4.0363  0.07
H -6.7274 -6.2957 -2.4990  0.07
H -6.6788 -7.3646 -3.8435  0.07
H -4.4093 -7.4466 -2.5346  0.12
H -4.2063 -5.7575 -2.8786  0.12
H -0.8060 -8.5180 -6.2282  0.09
H -0.4165 -6.7537 -6.1469  0.09
H -1.2162 -7.4409 -7.5568  0.09
C -0.7435 0.1838 -1.7767  -0.16
C -1.1106 0.9324 -0.5671  -0.24
C -0.4977 0.2196 0.5529  -0.21
O 0.7761 -0.1555 -0.0170  -0.14
C 0.7584 -0.0958 -1.4485  -0.18
H -0.8944 0.7615 -2.6886  0.11
H -1.2231 -0.7819 -1.9365  0.12
H -2.1845 1.0239 -0.4043  0.12
H -0.7734 1.9687 -0.5459  0.12
H -1.1140 -0.6346 0.8335  0.12
H -0.3203 0.8651 1.4131  0.12
H 0.9681 -1.0791 -1.8695  0.11
H 1.4949 0.5907 -1.8660  0.11
C -1.8080 8.2200 -2.7759  -0.17
C -1.7607 7.2777 -3.9696  -0.20
C -1.5156 8.1512 -5.1450  -0.20
O -0.8102 9.2650 -4.5625  -0.16
C -0.7026 9.2084 -3.1353  -0.19
H -1.5781 7.7528 -1.8183  0.11
H -2.7531 8.7569 -2.6946  0.11
H -2.6661 6.7179 -4.2042  0.11
H -0.9421 6.6031 -3.7188  0.12
H -2.4770 8.4340 -5.5738  0.12
H -0.9178 7.6022 -5.8725  0.12
H -0.8819 10.2315 -2.8049  0.12
H 0.3309 8.9190 -2.9448  0.12
C -1.5499 3.6252 8.2785  -0.20
C -1.4201 4.8153 7.3832  -0.17
C -2.4688 5.7160 7.9928  -0.21
O -2.4351 5.4187 9.3934  -0.14
C -1.9846 4.1140 9.6632  -0.19
H -0.6289 3.0422 8.2671  0.11
H -2.2132 2.8739 7.8498  0.11
H -1.5800 4.7363 6.3079  0.12
H -0.4461 5.2881 7.5093  0.12
H -3.4754 5.6231 7.5852  0.11
H -2.3102 6.7767 7.7978  0.12
H -2.7799 3.6219 10.2231  0.12
H -1.0112 4.0137 10.1434  0.11
C -8.4058 7.4465 1.2700  -0.15
C -9.6910 7.0002 1.9455  -0.17
C -10.1146 5.7241 1.2425  -0.21
O -9.1918 5.5666 0.2028  -0.14
C -7.9771 6.1755 0.4686  -0.20
H -7.6567 7.6515 2.0348  0.10
H -8.3964 8.4182 0.7761  0.11
H -10.3874 7.8289 1.8178  0.11
H -9.5784 6.7427 2.9986  0.11
H -11.0679 5.8668 0.7337  0.12
H -10.2080 4.8925 1.9408  0.11
H -7.4384 6.4200 -0.4470  0.12
H -7.3532 5.4608 1.0053  0.11
C -7.6690 0.2642 4.1299  -0.16
C -7.9013 -0.6216 2.9149  -0.18
C -6.9480 -1.7928 3.0392  -0.16
O -6.1808 -1.4673 4.2681  -0.16
C -6.9884 -0.6883 5.1064  -0.23
H -8.6029 0.5942 4.5849  0.11
H -7.0740 1.1519 3.9151  0.11
H -7.6064 -0.0160 2.0579  0.10
H -8.8882 -1.0124 2.6669  0.11
H -6.2447 -1.9244 2.2170  0.11
H -7.4972 -2.7325 3.0976  0.11
H -6.3188 -0.1588 5.7843  0.12
H -7.6326 -1.3460 5.6899  0.12
C 11.7959 0.5122 -2.9633  -0.19
C 10.9988 0.4742 -1.7333  -0.22
C 9.9177 1.4748 -2.0366  -0.20
O 10.6186 2.4942 -2.7911  -0.16
C 11.8797 2.0579 -3.3334  -0.14
H 11.3405 -0.1308 -3.7164  0.11
H 12.7906 0.0839 -2.8397  0.11
H 11.5717 0.8774 -0.8983  0.12
H 10.6351 -0.4684 -1.3242  0.12
H 9.5075 1.8217 -1.0882  0.11
H 9.0670 1.0928 -2.6009  0.12
H 12.6409 2.4829 -2.6791  0.11
H 11.9753 2.2165 -4.4076  0.11
C 6.3056 -6.7953 -3.8650  -0.19
C 7.7048 -7.0063 -4.2914  -0.19
C 8.4198 -5.6738 -3.9451  -0.20
O 7.4591 -4.6768 -4.2726  -0.14
C 6.1323 -5.2413 -3.9359  -0.15
H 6.0736 -7.2042 -2.8816  0.11
H 5.6450 -7.2293 -4.6156  0.10
H 7.7788 -7.2493 -5.3514  0.11
H 8.0708 -7.9134 -3.8106  0.11
H 9.2881 -5.5030 -4.5815  0.11
H 8.7669 -5.6606 -2.9119  0.11
H 5.4091 -5.1259 -4.7432  0.11
H 5.7594 -4.9153 -2.9650  0.11
C -9.5252 0.0467 -5.8944  -0.19
C -8.4418 0.8783 -5.2912  -0.19
C -7.1857 0.1142 -5.7301  -0.18
O -7.5032 -0.3892 -7.0532  -0.14
C -8.9122 -0.3406 -7.2934  -0.19
H -10.4915 0.5436 -5.9797  0.11
H -9.7818 -0.8433 -5.3198  0.11
H -8.5593 1.0519 -4.2215  0.11
H -8.4311 1.8767 -5.7284  0.11
H -6.9213 -0.6829 -5.0352  0.11
H -6.3706 0.8374 -5.7522  0.11
H -9.3314 -1.2835 -7.6447  0.11
H -9.2509 0.4467 -7.9668  0.11

The calculation puts the gap between HOMO and LUMO at 9.72 eV. The energy above the lowest of the compared OMol25 structures with the same formula, charge and spin comes out at 190.2 kcal/mol.

***

Density functional theory data (ωB97M-V/def2-TZVPD) for 13 unconnected molecules or ions with the total composition C52H104O25.

Each line ends with the Löwdin charge.
Positions of all 181 atoms, in Å:
C -5.6576 9.9340 4.0119  -0.05
C -5.4366 9.2863 2.5703  -0.16
O -4.0672 9.4461 2.0811  0.01
C -3.7496 9.0358 0.8423  -0.51
O -4.4663 8.3791 0.0454  0.07
O -2.4404 9.4003 0.5930  -0.03
C -2.0078 9.2808 -0.7537  -0.07
H -5.0528 9.4460 4.7762  0.07
H -6.7150 9.9280 4.2762  0.07
H -5.3367 10.9753 4.0394  0.07
H -6.0769 9.7837 1.8417  0.12
H -5.6644 8.2223 2.5064  0.12
H -0.9697 9.6060 -0.6857  0.09
H -2.5824 9.8393 -1.4927  0.10
H -1.8487 8.2445 -1.0519  0.09
C 1.2374 -9.6626 -10.7771  -0.07
C 2.7079 -9.7572 -10.3381  -0.20
O 2.7628 -9.8813 -8.8795  0.01
C 2.6904 -8.7014 -8.1764  -0.52
O 2.5311 -7.5826 -8.6535  0.11
O 2.7764 -9.0357 -6.8622  -0.01
C 3.0656 -8.0190 -5.9352  -0.06
H 0.6689 -8.8938 -10.2539  0.07
H 0.7826 -10.5488 -10.3347  0.08
H 1.1220 -9.4610 -11.8421  0.08
H 3.3131 -8.9885 -10.8187  0.12
H 3.1355 -10.6845 -10.7193  0.12
H 3.8785 -8.3642 -5.2964  0.09
H 2.2070 -7.8078 -5.2979  0.09
H 3.3153 -7.0424 -6.3501  0.09
C -13.2059 2.7243 0.3217  -0.06
C -11.8886 3.0906 -0.3688  -0.22
O -10.8111 2.3341 0.1527  0.06
C -9.5969 2.5344 -0.2725  -0.61
O -9.2541 3.3251 -1.0998  0.14
O -8.7678 1.6702 0.3801  -0.02
C -7.3732 1.5962 0.1005  -0.05
H -13.4136 1.6576 0.4063  0.08
H -13.9499 3.1765 -0.3341  0.07
H -13.3363 3.1892 1.2989  0.07
H -11.7887 4.1687 -0.2432  0.13
H -11.9801 3.0004 -1.4512  0.13
H -7.1487 1.5073 -0.9624  0.09
H -6.9201 0.7561 0.6269  0.09
H -6.8610 2.4896 0.4578  0.09
C 3.2600 12.5351 -8.3084  -0.06
C 3.4893 11.6135 -7.0914  -0.23
O 4.6878 11.8381 -6.4208  0.04
C 5.3141 10.8834 -5.7368  -0.51
O 4.7185 9.8395 -5.3429  0.07
O 6.5949 11.2015 -5.4646  0.01
C 7.4110 10.3291 -4.7227  -0.06
H 4.0427 12.5150 -9.0667  0.07
H 3.2761 13.5923 -8.0435  0.07
H 2.3142 12.3302 -8.8098  0.08
H 3.5028 10.5827 -7.4455  0.12
H 2.6096 11.7065 -6.4546  0.13
H 7.8471 9.5553 -5.3544  0.10
H 6.8994 9.7857 -3.9283  0.09
H 8.2144 10.8560 -4.2078  0.09
C 2.2859 2.0366 -0.7248  -0.07
C 1.7135 2.0460 0.7332  -0.19
O 0.9347 0.9061 1.0409  0.01
C 1.4130 -0.3681 1.0410  -0.57
O 2.4263 -0.7346 0.4603  0.11
O 0.5858 -1.1318 1.7131  0.01
C 0.6876 -2.5474 1.7470  -0.03
H 2.6784 3.0165 -0.9965  0.07
H 1.6181 1.6552 -1.4973  0.08
H 3.1622 1.3978 -0.8345  0.06
H 1.2010 2.9936 0.8987  0.12
H 2.5711 1.9779 1.4026  0.12
H 1.5963 -2.8298 2.2786  0.10
H 0.9611 -2.8910 0.7494  0.09
H -0.2286 -3.0079 2.1166  0.10
C 10.1463 1.1263 0.2159  -0.05
C 10.3042 2.2647 -0.8149  -0.18
O 11.7106 2.5738 -1.0335  0.01
C 12.2329 3.5849 -0.3364  -0.51
O 11.6175 4.2062 0.5647  0.07
O 13.5020 3.8347 -0.7992  -0.02
C 14.2867 4.8284 -0.2220  -0.08
H 10.8409 0.3728 -0.1554  0.08
H 9.1577 0.6728 0.1441  0.07
H 10.2472 1.3366 1.2806  0.08
H 9.8003 3.2132 -0.6292  0.12
H 10.0998 1.9213 -1.8290  0.12
H 14.4907 4.5573 0.8139  0.09
H 13.7428 5.7634 -0.0877  0.09
H 15.2031 4.9140 -0.8058  0.10
C 5.3383 3.2135 -7.9131  -0.21
C 5.7372 1.8260 -8.1821  -0.21
C 5.0042 1.5173 -9.4558  -0.20
O 3.6898 2.0701 -9.2632  -0.12
C 3.8900 3.1727 -8.3482  -0.20
H 5.8385 3.9252 -8.5699  0.11
H 5.6171 3.5097 -6.9019  0.12
H 5.3536 1.2303 -7.3538  0.12
H 6.8204 1.7213 -8.2446  0.12
H 4.9276 0.4463 -9.6435  0.12
H 5.4994 1.9906 -10.3037  0.12
H 3.3393 3.0818 -7.4120  0.12
H 3.6378 4.1336 -8.7969  0.11
C -3.0386 1.2111 7.8161  -0.19
C -2.1956 2.4490 7.7334  -0.18
C -3.0066 3.3020 6.8191  -0.22
O -4.2594 2.6969 6.6256  -0.12
C -4.4225 1.7456 7.6285  -0.24
H -2.9748 0.7297 8.7920  0.12
H -2.7818 0.5137 7.0188  0.12
H -1.2263 2.1818 7.3126  0.11
H -2.0358 2.8815 8.7211  0.12
H -2.4799 3.4802 5.8816  0.13
H -3.2738 4.2282 7.3280  0.12
H -5.1286 0.9367 7.4407  0.12
H -4.7977 2.2133 8.5387  0.12
C -6.3298 -5.0035 -2.1812  -0.18
C -5.3235 -4.3291 -3.0966  -0.17
C -4.0086 -4.5690 -2.3743  -0.18
O -4.2211 -5.7212 -1.5059  -0.15
C -5.5805 -6.1526 -1.5597  -0.22
H -7.1693 -5.3138 -2.8035  0.11
H -6.6870 -4.3322 -1.4003  0.11
H -5.4960 -3.2633 -3.2461  0.11
H -5.2693 -4.7993 -4.0785  0.11
H -3.7355 -3.7709 -1.6840  0.12
H -3.2151 -4.8351 -3.0726  0.11
H -5.9090 -6.3655 -0.5424  0.12
H -5.7382 -7.0297 -2.1873  0.11
C -0.3479 -12.7513 -0.2440  -0.21
C 0.9147 -13.3178 -0.8584  -0.15
C 1.8588 -12.5283 0.0682  -0.21
O 1.3631 -11.2058 0.0371  -0.13
C -0.0262 -11.2587 -0.2419  -0.22
H -0.5456 -12.9750 0.8043  0.11
H -1.2181 -13.0871 -0.8079  0.11
H 0.9427 -13.0734 -1.9202  0.12
H 0.8024 -14.3936 -0.7235  0.11
H 2.8208 -12.5992 -0.4393  0.12
H 1.8575 -12.7374 1.1380  0.13
H -0.2372 -10.7752 -1.1957  0.11
H -0.7127 -10.7351 0.4235  0.11
C -8.9477 -5.1830 5.9319  -0.22
C -7.6716 -5.9493 5.9270  -0.19
C -8.1612 -7.3924 5.9194  -0.19
O -9.5279 -7.3493 5.4864  -0.14
C -9.9051 -6.0032 5.1580  -0.20
H -8.7224 -4.2229 5.4676  0.12
H -9.2862 -4.9598 6.9437  0.12
H -7.1087 -5.8105 6.8501  0.11
H -6.9946 -5.7156 5.1054  0.11
H -8.0826 -7.8718 6.8951  0.12
H -7.5761 -7.8488 5.1209  0.11
H -10.8897 -5.6375 5.4495  0.12
H -9.7120 -5.8749 4.0929  0.12
C 5.1212 7.2634 4.2527  -0.16
C 4.1447 8.3113 3.7081  -0.16
C 3.0777 8.4051 4.7965  -0.23
O 3.0259 7.0853 5.2402  -0.16
C 4.3371 6.4952 5.3205  -0.18
H 5.9811 7.6955 4.7645  0.11
H 5.4444 6.5361 3.5080  0.10
H 3.7074 7.9891 2.7631  0.11
H 4.4648 9.3291 3.4851  0.11
H 2.0836 8.6362 4.4139  0.12
H 3.2984 9.1441 5.5667  0.12
H 4.2775 5.4353 5.0729  0.12
H 4.7086 6.7243 6.3193  0.11
C 0.4295 -9.7493 8.8945  -0.17
C 0.7574 -8.3939 9.4860  -0.16
C 0.1827 -7.3343 8.5144  -0.17
O -0.6565 -8.1653 7.7036  -0.17
C -0.0556 -9.4188 7.4864  -0.22
H -0.3737 -10.2424 9.4419  0.11
H 1.2754 -10.4271 8.7790  0.11
H 1.8377 -8.2776 9.5720  0.11
H 0.2266 -8.3015 10.4336  0.11
H 0.9116 -6.9209 7.8173  0.11
H -0.3096 -6.4574 8.9349  0.12
H 0.6139 -9.3700 6.6276  0.11
H -0.7846 -10.1076 7.0595  0.12

The calculation puts the gap between HOMO and LUMO at 9.86 eV. The energy above the lowest of the compared OMol25 structures with the same formula, charge and spin comes out at 131.5 kcal/mol.